[1]
ORCA calculation (the ωB97M-V functional and the def2-TZVPD basis) on a cluster of 2 separate species, C2H3Cl2NSSi in total.

The energy relative to the best compared isomer or geometry (same formula, charge and spin) comes out at 252.3 kJ/mol. The SMILES is C[Si](=S)Cl.N#CCl. The value obtained for the frontier orbital gap is 9.28 eV.

Cartesian coordinates (Å):
H 0.14453 0.27480 1.03533
Si 2.29369 0.66815 -0.14930
C 0.59248 1.06129 0.36497
H -0.10150 1.18209 -0.50893
Cl 3.40627 0.68340 1.51690
C 0.24459 4.03907 -2.01266
S 3.07337 0.30692 -1.92851
N -0.81917 4.42625 -1.77307
Cl 1.84978 3.70881 -2.32115
H 0.41471 1.78008 1.13317

Forces on atoms 1 to 3 (eV/Å):
H 0.61 -0.36 -1.11
Si 0.49 -0.16 -1.28
C -2.02 -1.32 -0.15

Atom charges from the Mulliken analysis, given in e for atoms 1 to 2: atom 1 (H): 0.35, atom 2 (Si): 0.53

=====

[2]
ORCA calculation (the ωB97M-V functional and the def2-TZVPD basis) on a cluster of 2 separate species, C2H4FI in total.

The energy relative to the best compared isomer or geometry (same formula, charge and spin) comes out at 257.7 kJ/mol. The value obtained for the frontier orbital gap is 8.97 eV.

Cartesian coordinates (Å):
I 1.88336 -0.64202 1.58390
C -0.15739 0.06642 -1.19572
F -0.56023 1.05843 1.25072
H -1.21610 0.38917 -1.14910
H 0.32382 -0.78868 -1.52748
H 0.56325 0.90104 -1.06995
H -0.78916 -0.83041 1.10341
C -0.04756 -0.15394 1.00423

Forces on atoms 1 to 3 (eV/Å):
I -0.16 0.19 0.24
C 0.39 2.44 5.49
F 0.45 0.78 1.10

Atom charges from the Mulliken analysis, given in e for atoms 1 to 2: atom 1 (I): 0.11, atom 2 (C): -0.92

=====

[3]
ORCA calculation (the ωB97M-V functional and the def2-TZVPD basis) on the molecule H5N3Si.

The energy relative to the best compared isomer or geometry (same formula, charge and spin) comes out at 130.5 kJ/mol. The value obtained for the frontier orbital gap (spin up / spin down) is 8.07 / 7.85 eV.

Cartesian coordinates (Å):
H 1.11008 1.35104 -1.03310
H 1.41880 -1.66272 0.65328
N -1.59453 -0.34892 -0.02236
H -1.76380 0.40854 -0.78744
Si 1.06140 0.51248 0.16318
N -0.59405 -0.12342 0.72034
H 2.01846 1.06910 1.12880
N 1.26633 -1.13475 -0.19252
H -2.37527 -1.07187 0.14352

Forces on atoms 1 to 3 (eV/Å):
H -0.51 0.34 -0.19
H 0.23 -0.34 0.25
N -1.62 2.14 -1.98

Atom charges from the Mulliken analysis, given in e for atoms 1 to 2: atom 1 (H): -0.13, atom 2 (H): 0.23

=====

[4]
ORCA calculation (the ωB97M-V functional and the def2-TZVPD basis) on a structure of composition C24H41ErNP2.

The total charge is +1. As for the multiplicity: 4. The value obtained for the frontier orbital gap (spin up / spin down) is 6.56 / 6.59 eV. Its expectation value of S² is 3.7538.

Cartesian coordinates (Å):
H -3.51309 0.36633 -3.10766
H -1.39169 1.91055 1.34424
C -2.77989 1.85013 -1.78149
H 2.56992 1.26629 4.41225
C -1.21365 3.70268 -2.45464
H 2.68737 1.63393 2.67224
H 1.29891 -2.20483 -3.24572
C -0.66939 -0.20416 -1.18887
P 1.12722 -0.61202 -1.49989
H 4.29675 -1.55244 1.01411
H -4.31263 -0.98952 0.66022
P -2.03621 -0.32893 0.49739
H -3.32619 -2.17330 -0.26759
H 4.02381 0.17534 1.30907
C -1.82911 2.75799 -1.46977
C 1.65847 -1.16604 -3.12649
H -2.28391 0.83462 -5.04462
C 1.82755 -0.29690 3.13987
C -0.23625 -2.68291 0.22398
H -0.66189 -3.34184 4.27089
H -1.28029 -0.79349 -1.87942
C 0.70969 -1.07548 3.59706
H 2.78177 -4.46603 2.66576
C -3.14013 1.40261 -3.15858
H 1.95329 1.12718 0.22691
H 3.66909 -3.55069 1.41866
H -2.66617 1.12157 2.29458
C 1.82314 1.03961 -0.88453
H -0.72944 0.39453 4.26300
H -3.47918 1.46774 -1.03077
H -1.05782 4.65407 -1.92394
H -1.24723 -1.28793 4.43290
N -0.53277 -3.80379 0.02411
C -3.54086 -1.09976 -0.12219
H -0.38412 -4.07351 2.68245
C -0.37918 -0.61940 4.50243
H 0.31046 3.85024 -3.95723
H 1.25661 1.91524 -1.23343
H -1.58055 2.98682 -0.42828
C 2.05896 1.14518 3.43827
H -1.89239 3.95542 -3.28224
H -0.03568 -0.62124 5.55066
C 0.16154 3.27307 -3.02608
H 2.04532 -4.17786 1.08832
H 1.11069 1.71068 3.49763
C 0.31689 1.81103 -3.29943
H 4.78695 -0.82940 2.56342
C -2.00136 1.47925 -4.19878
H -3.05718 1.86614 0.73210
C 0.89473 -2.41401 3.13291
H -3.88124 -0.65246 -1.07015
H 1.29261 -0.56093 -3.96796
H 0.76796 -4.37227 3.98718
C 2.09032 -2.46706 2.36712
H 2.76404 -1.18547 -3.14685
C 0.11313 -3.60606 3.54175
C -2.30191 1.29319 1.27177
C -0.69480 0.99806 -3.66290
Er 0.49177 -0.53349 0.93998
H -3.97746 2.01364 -3.53296
H -0.79278 0.85722 -1.39223
H 2.83316 1.10560 -1.32199
H -0.56976 -0.09053 -3.68768
H 0.95548 3.60830 -2.34218
C 4.00750 -0.81904 1.78084
H -1.92579 2.49144 -4.61467
H 1.35319 1.47631 -3.40930
C 2.68322 -3.72519 1.85594
C 2.68044 -1.16402 2.36052

Forces on atoms 1 to 3 (eV/Å):
H 0.05 0.27 0.00
H -0.16 -0.34 0.00
C -0.08 1.36 0.32

Atom charges from the Mulliken analysis, given in e for atoms 1 to 2: atom 1 (H): 0.24, atom 2 (H): 0.41